Record 1
2 unconnected molecules or ions with the total composition CHCl3S at a distorted geometry, computed with wB97M-V/def2-TZVPD.

For the calculated total energy, the calculation gives -1817.39590 Ha. The LUMO energy comes out at -0.01485 Eh. The energy above the lowest of the compared OMol25 structures with the same formula, charge and spin comes out at 29.7 kcal/mol. As for the strongest force on any atom: 6.56 eV/Å. As for the HOMO energy: -9.6 eV.

```
6
Properties=species:S:1:pos:R:3:mulliken_charge:R:1
C 0.101 -0.253 0.291 -0.052
S 0.971 0.886 -0.632 0.079
Cl -1.189 0.373 1.292 -0.098
Cl 1.082 -1.366 1.191 -0.118
Cl -0.608 1.699 -1.579 -0.120
H -0.357 -1.340 -0.563 0.309
```

Record 2
2 unconnected molecules or ions with the total composition CHClF2O2 at a distorted geometry, computed with wB97M-V/def2-TZVPD.

For the calculated total energy, the calculation gives -848.90046 Ha. The LUMO energy (alpha / beta) comes out at -0.01250 / -0.00128 Eh. The energy above the lowest of the compared OMol25 structures with the same formula, charge and spin comes out at 71.1 kcal/mol. As for the strongest force on any atom: 3.94 eV/Å. As for the HOMO energy (alpha / beta): -8.9 / -10.2 eV.

```
7
Properties=species:S:1:pos:R:3:mulliken_charge:R:1
C -0.382 -0.504 0.733 0.565
O 0.629 1.219 -1.327 -0.198
O 1.150 0.848 -0.218 -0.288
F 0.298 -1.641 0.935 -0.166
F -1.110 -0.568 -0.347 -0.184
Cl -1.141 0.289 2.052 -0.077
H 0.556 0.358 -1.828 0.348
```

Record 3
A gas-phase ion, CHClFO3 (charge +1) at a distorted geometry, computed with wB97M-V/def2-TZVPD.

For the calculated total energy, the calculation gives -823.81971 Ha. The LUMO energy (alpha / beta) comes out at -0.35057 / -0.41563 Eh. The energy above the lowest of the compared OMol25 structures with the same formula, charge and spin comes out at 85.0 kcal/mol. As for the strongest force on any atom: 3.62 eV/Å. Its total charge is +1. As for the HOMO energy (alpha / beta): -17.0 / -16.7 eV.

```
7
Properties=species:S:1:pos:R:3:mulliken_charge:R:1
C -0.329 -0.755 0.024 0.281
O 1.065 2.373 0.452 0.080
O 0.598 0.202 0.402 -0.048
O 0.244 1.633 0.094 0.465
F -1.686 -0.478 0.134 -0.130
Cl 0.000 -1.465 -1.812 0.011
H 0.109 -1.512 0.705 0.341
```

Record 4
2 unconnected molecules or ions with the total composition CHClINO at a distorted geometry, computed with wB97M-V/def2-TZVPD.

For the calculated total energy, the calculation gives -926.52552 Ha. The LUMO energy comes out at -0.01743 Eh. The energy above the lowest of the compared OMol25 structures with the same formula, charge and spin comes out at 2.2 kcal/mol. As for the strongest force on any atom: 4.29 eV/Å. As for the HOMO energy: -10.2 eV.

```
6
Properties=species:S:1:pos:R:3:mulliken_charge:R:1
O -0.574 0.871 -2.205 -0.359
C 0.099 1.231 -1.347 0.550
N 0.836 1.786 -0.607 -0.205
Cl 1.396 1.481 1.001 0.013
I -0.464 -3.007 2.180 -0.089
H -1.293 -2.362 0.977 0.090
```

Record 5
A molecular structure, CHClLiO3 at a distorted geometry, computed with wB97M-V/def2-TZVPD.

For the calculated total energy, the calculation gives -732.24047 Ha. The LUMO energy comes out at 0.04050 Eh. As for the strongest force on any atom: 5.36 eV/Å. Its total charge is -1. As for the HOMO energy: -4.5 eV.

```
7
Properties=species:S:1:pos:R:3:mulliken_charge:R:1
Li -2.545 -1.257 -0.553 0.871
Cl -1.114 -3.583 1.374 -0.903
O 1.498 0.590 0.486 -0.461
C 0.630 1.298 -0.226 0.669
O 0.488 2.545 -0.188 -0.742
O -0.016 0.598 -1.033 -0.816
H 1.059 -0.190 0.139 0.381
```

Record 6
A single CHClN2O2S molecule at a distorted geometry, computed with wB97M-V/def2-TZVPD.

For the calculated total energy, the calculation gives -1156.94543 Ha. The LUMO energy comes out at -0.00872 Eh. The energy above the lowest of the compared OMol25 structures with the same formula, charge and spin comes out at 43.7 kcal/mol. As for the strongest force on any atom: 8.54 eV/Å. As for the HOMO energy: -11.3 eV.

```
8
Properties=species:S:1:pos:R:3:mulliken_charge:R:1
N 0.945 0.549 2.445 -0.286
C 0.638 0.115 1.429 0.243
S -0.114 -0.770 0.033 1.028
O 1.123 -1.453 -0.643 -0.526
O -1.270 -1.396 0.473 -0.466
N -0.571 0.409 -1.128 -0.329
Cl 0.677 1.514 -1.548 -0.017
H -1.426 1.033 -1.061 0.352
```

Record 7
2 unconnected molecules or ions with the total composition CHClO2PS at a distorted geometry, computed with wB97M-V/def2-TZVPD.

For the calculated total energy, the calculation gives -1389.04275 Ha. The LUMO energy comes out at 0.09121 Eh. The energy above the lowest of the compared OMol25 structures with the same formula, charge and spin comes out at 20.8 kcal/mol. As for the strongest force on any atom: 1.59 eV/Å. Its total charge is -1. As for the HOMO energy: -5.3 eV.

```
7
Properties=species:S:1:pos:R:3:mulliken_charge:R:1
C -0.367 -0.513 -0.400 -0.259
O -1.868 0.439 1.721 -0.612
O -3.102 -0.958 -0.068 -0.589
P -1.922 -0.265 0.437 0.922
S -0.209 -1.751 -1.437 -0.227
Cl -1.142 1.862 -1.383 -0.613
H 0.462 0.095 -0.076 0.380
```

Record 8
A molecular structure, CHCoO2 at a distorted geometry, computed with wB97M-V/def2-TZVPD.

For the calculated total energy, the calculation gives -1571.47209 Ha. The LUMO energy (alpha / beta) comes out at -0.20766 / -0.33122 Eh. As for the strongest force on any atom: 6.93 eV/Å. Its total charge is +1. As for the HOMO energy (alpha / beta): -13.0 / -18.6 eV. Its multiplicity is 6.

```
5
Properties=species:S:1:pos:R:3:mulliken_spin:R:1
H -0.703 -1.450 0.170 0.001
O -0.117 1.403 0.000 0.127
O -0.065 -0.747 -0.086 0.096
C -0.873 0.431 -0.191 0.734
Co 1.757 0.363 0.106 4.042
```

Record 9
A molecular structure, CHErF3MgNO3S2 at a distorted geometry, computed with wB97M-V/def2-TZVPD.

For the calculated total energy, the calculation gives -2629.49635 Ha. The LUMO energy (alpha / beta) comes out at -0.37688 / -0.37206 Eh. The energy above the lowest of the compared OMol25 structures with the same formula, charge and spin comes out at 82.7 kcal/mol. As for the strongest force on any atom: 3.14 eV/Å. Its total charge is +2. As for the HOMO energy (alpha / beta): -15.6 / -15.5 eV. Its multiplicity is 4.

```
13
Properties=species:S:1:pos:R:3:mulliken_spin:R:1
Er 1.632 1.079 1.501 3.040
N 0.002 -1.512 -0.098 -0.004
S 1.551 -1.579 -0.528 -0.002
O 2.457 -0.545 0.194 -0.010
S -0.605 -0.254 0.962 -0.048
O -2.307 0.236 -0.295 -0.035
C 2.015 -3.095 0.483 0.000
F 1.323 -4.133 0.042 0.000
F 1.738 -2.887 1.760 0.000
F 3.309 -3.326 0.341 0.000
Mg -2.267 -1.505 -1.509 -0.002
O -3.885 -0.424 -1.509 0.063
H -4.031 0.343 -2.069 -0.001
```

Record 10
A molecular structure, CHEuF3MgNO3S2 at a distorted geometry, computed with wB97M-V/def2-TZVPD.

For the calculated total energy, the calculation gives -2325.27182 Ha. The LUMO energy (alpha / beta) comes out at -0.17987 / -0.17821 Eh. The energy above the lowest of the compared OMol25 structures with the same formula, charge and spin comes out at 0.0 kcal/mol. As for the strongest force on any atom: 2.34 eV/Å. Its total charge is +1. As for the HOMO energy (alpha / beta): -11.5 / -11.5 eV. Its multiplicity is 8.

```
13
Properties=species:S:1:pos:R:3:mulliken_spin:R:1
Eu 0.290 -0.627 3.024 7.032
N 0.250 1.755 0.152 0.000
S -0.782 2.108 1.521 -0.002
O -0.088 1.316 2.753 -0.029
S 0.122 0.333 -0.396 0.001
O 0.329 -0.838 0.617 0.001
O 1.114 0.003 -1.466 0.000
C -1.572 -0.106 -1.149 0.000
F -2.413 -0.452 -0.201 0.000
F -2.010 0.958 -1.782 0.000
F -1.416 -1.103 -1.991 0.000
Mg 2.016 -1.617 -0.596 -0.002
H 4.160 -1.730 -0.488 0.000
```

Record 11
2 unconnected molecules or ions with the total composition CHF2IO at a distorted geometry, computed with wB97M-V/def2-TZVPD.

For the calculated total energy, the calculation gives -611.32407 Ha. The LUMO energy comes out at -0.05379 Eh. The energy above the lowest of the compared OMol25 structures with the same formula, charge and spin comes out at 30.7 kcal/mol. As for the strongest force on any atom: 2.23 eV/Å. As for the HOMO energy: -10.3 eV.

```
6
Properties=species:S:1:pos:R:3:mulliken_charge:R:1
O 0.145 1.260 -0.131 -0.366
C 0.872 0.338 -0.258 0.330
F 2.061 0.239 0.401 -0.203
H 0.755 -0.507 -1.066 0.245
F -1.111 -0.849 0.995 -0.415
I -2.723 -0.480 0.059 0.408
```

Record 12
A molecular structure, CHF2NO2 at a distorted geometry, computed with wB97M-V/def2-TZVPD.

For the calculated total energy, the calculation gives -443.46073 Ha. The LUMO energy comes out at -0.04773 Eh. The energy above the lowest of the compared OMol25 structures with the same formula, charge and spin comes out at 74.9 kcal/mol. As for the strongest force on any atom: 2.88 eV/Å. As for the HOMO energy: -11.2 eV.

```
7
Properties=species:S:1:pos:R:3:mulliken_charge:R:1
C 1.227 0.367 -0.172 0.237
N -1.077 -0.595 0.464 0.329
O 2.144 1.125 -0.125 -0.416
O -0.063 0.752 -0.014 -0.297
F -1.466 -1.101 -0.752 -0.087
F -2.126 0.103 0.970 -0.088
H 1.360 -0.651 -0.371 0.323
```

Record 13
2 unconnected molecules or ions with the total composition CHF2NO2S at a distorted geometry, computed with wB97M-V/def2-TZVPD.

For the calculated total energy, the calculation gives -841.71787 Ha. The LUMO energy (alpha / beta) comes out at -0.04845 / -0.04841 Eh. The energy above the lowest of the compared OMol25 structures with the same formula, charge and spin comes out at 79.7 kcal/mol. As for the strongest force on any atom: 5.23 eV/Å. As for the HOMO energy (alpha / beta): -8.7 / -8.7 eV.

```
8
Properties=species:S:1:pos:R:3:mulliken_charge:R:1
O 0.436 -0.933 -0.714 -0.393
C 0.919 0.046 -1.198 0.620
F 0.269 1.014 -1.809 -0.137
F 2.205 0.336 -1.264 -0.138
O -1.897 -0.637 1.218 -0.302
N -0.992 0.495 1.583 -0.018
S 0.444 1.081 1.511 -0.005
H -1.384 -1.402 0.675 0.373
```

Record 14
2 unconnected molecules or ions with the total composition CHF2NO3 at a distorted geometry, computed with wB97M-V/def2-TZVPD.

For the calculated total energy, the calculation gives -518.81507 Ha. The LUMO energy comes out at 0.00341 Eh. The energy above the lowest of the compared OMol25 structures with the same formula, charge and spin comes out at 13.1 kcal/mol. As for the strongest force on any atom: 1.97 eV/Å. As for the HOMO energy: -10.8 eV.

```
8
Properties=species:S:1:pos:R:3:mulliken_charge:R:1
O -0.741 0.754 1.012 -0.378
C -0.836 -0.246 1.586 0.674
F -1.458 -1.342 1.269 -0.153
F -0.402 -0.508 2.781 -0.166
O 1.356 -0.709 -2.624 -0.280
N 0.494 -0.327 -1.934 0.332
O 0.944 0.952 -1.442 -0.404
H 0.642 1.425 -0.647 0.374
```

Record 15
A molecular structure, CHF3FeNOS2 at a distorted geometry, computed with wB97M-V/def2-TZVPD.

For the calculated total energy, the calculation gives -2528.36991 Ha. The LUMO energy (alpha / beta) comes out at 0.13171 / 0.11827 Eh. The energy above the lowest of the compared OMol25 structures with the same formula, charge and spin comes out at 0.0 kcal/mol. As for the strongest force on any atom: 1.43 eV/Å. Its total charge is -1. As for the HOMO energy (alpha / beta): -3.6 / -3.6 eV. Its multiplicity is 5.

```
10
Properties=species:S:1:pos:R:3:mulliken_spin:R:1
N 0.952 1.306 -1.049 -0.010
S 1.718 1.368 0.549 0.057
S -0.064 0.135 -1.290 0.026
C -1.529 0.365 -0.018 0.008
F -1.359 -0.188 1.185 0.000
F -1.791 1.659 0.157 0.000
F -2.620 -0.199 -0.559 0.000
Fe 1.530 -1.019 0.875 3.899
O 0.392 -1.234 -0.658 0.046
H 2.770 -2.194 0.809 -0.026
```

Record 16
A single CHF3N2 molecule at a distorted geometry, computed with wB97M-V/def2-TZVPD.

For the calculated total energy, the calculation gives -447.49740 Ha. The LUMO energy (alpha / beta) comes out at -0.03895 / -0.03339 Eh. The energy above the lowest of the compared OMol25 structures with the same formula, charge and spin comes out at 225.1 kcal/mol. As for the strongest force on any atom: 10.02 eV/Å. As for the HOMO energy (alpha / beta): -10.6 / -9.7 eV.

```
7
Properties=species:S:1:pos:R:3:mulliken_charge:R:1
F 1.684 -1.726 -0.659 -0.123
N 0.792 -0.824 -1.110 -0.096
C 0.195 -0.158 0.247 -0.079
N -0.442 1.015 0.157 0.188
F -1.228 1.151 -0.979 -0.143
F -1.365 1.100 1.194 -0.162
H 0.364 -0.559 1.151 0.416
```

Record 17
2 unconnected molecules or ions with the total composition CHF3N2S at a distorted geometry, computed with wB97M-V/def2-TZVPD.

For the calculated total energy, the calculation gives -845.90191 Ha. The LUMO energy (alpha / beta) comes out at -0.03974 / -0.08109 Eh. The energy above the lowest of the compared OMol25 structures with the same formula, charge and spin comes out at 89.5 kcal/mol. As for the strongest force on any atom: 2.56 eV/Å. As for the HOMO energy (alpha / beta): -9.8 / -9.3 eV.

```
8
Properties=species:S:1:pos:R:3:mulliken_charge:R:1
C 0.365 -0.975 0.963 0.659
N -0.551 1.792 -1.798 -0.237
N 0.149 0.993 -1.390 0.181
F 0.391 -2.131 1.591 -0.215
F 0.705 -0.019 1.810 -0.221
F 1.425 -1.101 0.148 -0.242
S -1.098 -0.657 0.070 -0.231
H -1.387 2.098 -1.394 0.307
```

Record 18
A molecular structure, CHF3NO2S at a distorted geometry, computed with wB97M-V/def2-TZVPD.

For the calculated total energy, the calculation gives -941.74570 Ha. The LUMO energy comes out at 0.15398 Eh. The energy above the lowest of the compared OMol25 structures with the same formula, charge and spin comes out at 36.6 kcal/mol. As for the strongest force on any atom: 3.88 eV/Å. Its total charge is -1. As for the HOMO energy: -4.7 eV.

```
9
Properties=species:S:1:pos:R:3:mulliken_charge:R:1
C 1.379 1.245 1.753 0.378
N 0.695 -1.751 1.496 -0.646
O 0.187 -0.274 -0.469 -0.562
O 2.571 -0.744 -0.004 -0.582
F 0.266 1.901 2.097 -0.245
F 1.988 0.897 2.919 -0.262
F 2.203 2.100 1.186 -0.226
S 1.206 -0.673 0.467 0.907
H 1.030 -1.640 2.445 0.238
```

Record 19
A gas-phase ion, CHF3NO2S (charge -1) at a distorted geometry, computed with wB97M-V/def2-TZVPD.

For the calculated total energy, the calculation gives -941.77098 Ha. The LUMO energy comes out at 0.14972 Eh. The energy above the lowest of the compared OMol25 structures with the same formula, charge and spin comes out at 20.7 kcal/mol. As for the strongest force on any atom: 2.26 eV/Å. Its total charge is -1. As for the HOMO energy: -4.6 eV.

```
9
Properties=species:S:1:pos:R:3:mulliken_charge:R:1
N 0.192 -0.237 -0.154 -0.678
S -1.186 0.083 0.451 0.921
O -2.313 0.544 -0.371 -0.686
O -0.991 0.833 1.676 -0.670
C -1.882 -1.418 1.174 0.650
F -3.214 -1.347 1.429 -0.245
F -1.616 -2.515 0.469 -0.262
F -1.314 -1.525 2.342 -0.236
H 0.161 -1.029 -0.766 0.207
```

Record 20
A molecular structure, CHF3NOS2Sm at a distorted geometry, computed with wB97M-V/def2-TZVPD.

For the calculated total energy, the calculation gives -1922.53218 Ha. The LUMO energy (alpha / beta) comes out at -0.09651 / -0.06410 Eh. As for the strongest force on any atom: 1.42 eV/Å. As for the HOMO energy (alpha / beta): -8.3 / -8.3 eV. Its multiplicity is 6.

```
10
Properties=species:S:1:pos:R:3:mulliken_spin:R:1
N -0.437 -0.337 -3.117 -0.002
S 0.558 -1.582 -2.334 -0.148
S -1.753 0.014 -2.297 -0.003
C 1.163 0.653 2.226 -0.068
F 0.987 0.018 3.438 -0.002
F 2.479 1.047 2.261 -0.002
F 0.473 1.839 2.397 -0.002
Sm 0.267 -0.743 0.197 5.246
O -1.436 0.338 -0.764 -0.018
H -2.303 -1.249 -2.008 -0.001
```